Computed, not measured: a molecular structure, C27H57NO23S5 at a distorted geometry, with ωB97M-V/def2-TZVPD.

Computed properties:
Multiplicity: 1
E_HOMO: -8.184 eV
Energy: -131650.2092 eV
Maximum force: 0.1686 hartree/bohr

Cartesian coordinates (Å):
C -3.42 -6.12 -3.06
O -2.07 -5.73 -3.26
C -1.79 -4.34 -3.38
O -2.51 -3.51 -3.90
O -0.47 -4.13 -3.11
C 0.14 -2.85 -3.35
H -3.60 -7.16 -2.81
H -3.87 -6.16 -4.05
H -3.98 -5.54 -2.33
H 0.10 -2.76 -4.43
H 1.17 -2.92 -2.98
H -0.44 -2.02 -2.94
C 4.25 -0.95 -2.47
O 3.21 0.00 -2.89
C 2.21 -0.41 -3.76
O 1.99 -1.61 -4.07
O 1.42 0.61 -4.10
C 0.22 0.52 -4.87
H 3.82 -1.63 -1.74
H 5.05 -0.42 -1.95
H 4.71 -1.51 -3.29
H -0.44 -0.29 -4.56
H 0.27 0.18 -5.91
H -0.36 1.44 -4.78
C 1.08 1.80 -0.21
C -0.23 1.41 -0.11
C -0.57 0.14 -0.46
C 0.40 -0.81 -0.75
C 1.79 -0.42 -0.79
C 2.10 0.93 -0.46
N -0.08 -2.25 -1.08
O -1.26 -2.48 -0.79
O 0.75 -2.93 -1.56
H 1.39 2.81 0.01
H -0.99 2.12 0.18
H -1.62 -0.11 -0.38
H 2.46 -1.22 -1.08
H 3.13 1.26 -0.43
O -1.02 1.79 4.15
S -0.61 3.15 4.37
O -0.29 3.57 5.74
O 0.75 3.47 3.50
C 0.74 3.01 2.14
C 2.07 3.43 1.63
C -1.65 4.35 3.57
H -0.08 3.41 1.54
H 0.43 1.97 2.22
H 2.34 2.65 0.91
H 2.89 3.43 2.35
H 2.10 4.35 1.05
H -2.42 4.61 4.29
H -2.02 3.92 2.63
H -1.03 5.20 3.28
O 0.94 -2.17 3.50
S -0.09 -1.89 2.50
O -0.31 -2.83 1.44
O -1.49 -1.56 3.33
C -2.34 -2.64 3.77
C -3.76 -2.16 3.71
C 0.24 -0.19 1.89
H -1.88 -2.96 4.71
H -2.29 -3.50 3.11
H -4.45 -2.97 3.93
H -3.88 -1.81 2.69
H -3.91 -1.18 4.15
H -0.62 0.24 1.40
H 1.05 -0.22 1.16
H 0.59 0.35 2.77
O 3.97 5.50 1.00
S 4.15 4.15 0.35
O 4.57 2.98 1.09
O 2.69 3.77 -0.50
C 2.03 4.81 -1.31
C 0.79 4.37 -2.05
C 5.20 4.56 -1.22
H 2.63 5.41 -1.99
H 1.70 5.50 -0.54
H 0.21 5.25 -2.28
H 0.19 3.59 -1.57
H 1.07 3.96 -3.02
H 4.90 5.56 -1.53
H 4.97 3.70 -1.84
H 6.26 4.49 -0.98
O -3.37 2.84 4.60
S -3.88 3.79 3.57
O -3.44 5.20 3.46
O -3.60 3.15 2.06
C -3.52 1.73 1.85
C -2.84 1.48 0.54
C -5.73 3.68 3.50
H -4.55 1.40 2.01
H -2.83 1.44 2.65
H -2.51 0.46 0.33
H -2.07 2.24 0.43
H -3.52 1.74 -0.27
H -5.91 2.64 3.21
H -5.87 4.55 2.85
H -6.13 3.94 4.48
O 2.00 -7.20 -1.01
S 0.70 -6.56 -1.29
O -0.52 -7.36 -1.12
O 0.58 -5.12 -0.50
C 1.69 -4.23 -0.45
C 2.03 -3.95 1.03
C 0.87 -5.92 -3.08
H 1.48 -3.34 -1.05
H 2.59 -4.72 -0.83
H 1.13 -3.76 1.62
H 2.83 -3.22 1.10
H 2.61 -4.81 1.36
H 1.48 -5.02 -3.18
H -0.16 -5.66 -3.32
H 1.19 -6.74 -3.72

***

Computed, not measured: 6 unconnected molecules or ions with the total composition C27H57O21P3 at a distorted geometry, with ωB97M-V/def2-TZVPD.

Computed properties:
Relative energy (zero: lowest compared OMol25 entry of this formula, charge and spin): 2.093 eV
Multiplicity: 1
E_HOMO: -10.424 eV
Energy: -99793.3417 eV
Maximum force: 0.0895 hartree/bohr

Cartesian coordinates (Å):
C -3.58 -4.33 1.73
C -3.94 -3.36 2.86
O -3.96 -2.11 2.16
C -3.34 -2.20 0.92
O -3.12 -1.24 0.13
O -3.06 -3.44 0.74
H -4.51 -4.69 1.30
H -2.96 -5.17 2.04
H -3.25 -3.28 3.71
H -4.93 -3.52 3.30
C 4.10 1.58 -1.23
C 4.24 2.86 -0.49
O 4.50 2.47 0.84
C 4.17 1.18 0.99
O 4.34 0.61 2.04
O 3.81 0.65 -0.19
H 5.04 1.23 -1.67
H 3.22 1.76 -1.83
H 3.31 3.42 -0.52
H 5.00 3.48 -0.95
C 0.32 -1.99 0.05
C 0.30 -0.53 0.43
O -0.27 -0.55 1.73
C -0.29 -1.82 2.18
O -0.52 -2.05 3.34
O 0.23 -2.65 1.25
H 1.21 -2.21 -0.53
H -0.50 -2.15 -0.65
H -0.25 0.10 -0.27
H 1.30 -0.11 0.33
C -2.67 2.04 1.92
C -2.67 2.73 0.52
O -1.53 3.61 0.21
P 0.04 3.36 0.56
O 0.67 2.21 -0.19
O 0.75 4.83 0.36
C 0.55 5.56 -0.87
C 0.89 7.02 -0.78
O 0.02 3.23 2.18
C 1.08 2.48 2.84
C 2.21 3.52 3.23
H -2.50 2.79 2.68
H -3.45 1.34 2.20
H -1.82 1.35 1.94
H -2.46 1.92 -0.18
H -3.63 3.16 0.23
H 1.23 5.12 -1.59
H -0.45 5.45 -1.28
H 1.80 7.08 -0.19
H 1.07 7.59 -1.70
H 0.06 7.36 -0.17
H 0.60 2.15 3.76
H 1.49 1.65 2.27
H 1.80 4.31 3.87
H 2.96 3.12 3.92
H 2.67 3.88 2.31
C -4.68 5.17 -2.20
C -3.31 4.66 -2.61
O -3.43 4.18 -3.95
P -2.10 3.66 -4.81
O -0.92 4.60 -4.93
O -2.76 3.30 -6.30
C -3.93 2.42 -6.42
C -4.12 1.86 -7.80
O -1.91 2.17 -4.16
C -0.79 1.87 -3.38
C -0.92 0.51 -2.73
H -5.03 5.97 -2.86
H -5.42 4.39 -2.32
H -4.63 5.57 -1.19
H -2.56 5.44 -2.52
H -3.13 3.84 -1.91
H -4.07 1.65 -5.65
H -4.75 3.11 -6.20
H -3.17 1.58 -8.27
H -4.79 1.01 -7.76
H -4.50 2.59 -8.52
H 0.14 1.92 -3.95
H -0.72 2.58 -2.56
H 0.08 0.24 -2.40
H -1.60 0.52 -1.87
H -1.21 -0.26 -3.45
C 0.58 -7.71 2.57
C 2.00 -8.22 2.90
O 2.82 -7.23 3.39
P 3.78 -6.36 2.45
O 4.99 -7.08 1.88
O 2.77 -5.70 1.36
C 3.29 -4.85 0.36
C 2.20 -4.93 -0.72
O 4.17 -5.04 3.36
C 3.17 -4.20 3.95
C 3.90 -2.99 4.57
H -0.04 -7.30 3.37
H 0.60 -6.88 1.87
H 0.12 -8.58 2.09
H 1.82 -8.99 3.65
H 2.43 -8.73 2.03
H 3.45 -3.82 0.68
H 4.22 -5.32 0.04
H 2.31 -4.38 -1.66
H 1.93 -5.97 -0.91
H 1.29 -4.58 -0.25
H 2.58 -3.83 3.12
H 2.53 -4.74 4.64
H 3.15 -2.21 4.67
H 4.21 -3.15 5.60
H 4.62 -2.54 3.88

***

Which value of multiplicity does entry 1 give? 1